[1]
DFT (the ωB97M-V functional and the def2-TZVPD basis) results for 2 unconnected molecules or ions with the total composition CH3O3S at a distorted geometry.

## Properties
Energy above the lowest of the compared OMol25 structures with the same formula, charge and spin (kJ/mol): 295.6
E_LUMO (alpha / beta) (eV): 3.127 / 4.001
Kohn-Sham gap (alpha / beta) (eV): 6.22 / 9.03

The geometry in ORCA input format:
```
! RIJCOSX wB97M-V def2-TZVPD def2/J DEFGRID3
* xyz -1 1
S -1.57642 0.18533 0.07145
O -1.83107 -1.10677 0.67878
O -1.92436 1.31750 0.91995
O -1.99706 0.24564 -1.31565
C 1.89568 -0.09670 0.06893
H 0.93984 -0.30369 0.44698
H 2.37399 -0.95382 -0.29076
H 2.11940 0.71251 -0.57969
*
```

[2]
DFT (the ωB97M-V functional and the def2-TZVPD basis) results for a molecular structure, C3H2InO3 at a distorted geometry.

## Properties
Energy above the lowest of the compared OMol25 structures with the same formula, charge and spin (kJ/mol): 208.4
E_LUMO (alpha / beta) (eV): -18.627 / -17.116
Kohn-Sham gap (alpha / beta) (eV): 6.77 / 7.81

The geometry in ORCA input format:
```
! RIJCOSX wB97M-V def2-TZVPD def2/J DEFGRID3
* xyz 3 1
In 1.65087 0.39515 3.10462
O 0.72873 -0.18700 1.62392
O 1.24811 -1.67907 0.02136
O -0.55347 -0.69658 -0.68681
C 0.54136 -1.00713 0.76867
C -0.90141 0.51727 -1.03370
C -1.35199 1.60886 -1.26776
H 0.52500 -1.47476 -1.08364
H -1.88719 2.52326 -1.44666
*
```

[3]
DFT (the ωB97M-V functional and the def2-TZVPD basis) results for a molecular structure, C33H56AuN2O7S2Si.

## Properties
E_LUMO (eV): 1.811
Kohn-Sham gap (eV): 6.79

The geometry in ORCA input format:
```
! RIJCOSX wB97M-V def2-TZVPD def2/J DEFGRID3
* xyz -1 1
Au 1.45401 0.02137 -0.59322
S -0.73780 0.45899 -0.12802
S 2.80586 -1.94392 -1.80547
Si -1.79521 -1.37019 -0.12359
O -3.02840 -1.22121 0.95088
O 3.35990 -2.06488 -3.11958
O -2.48237 -1.72931 -1.56260
O 3.33166 -0.67733 -1.08445
O 2.93341 -3.09065 -0.94473
O -0.84448 -2.61304 0.30047
O 1.30217 -1.50697 -1.89835
N 2.04016 1.32890 0.85676
N 2.15931 2.19727 -1.81420
C 2.70274 -1.23079 1.98808
C -2.37976 -4.46447 0.52589
C 1.78921 -0.35264 4.13428
C 1.96573 4.62079 2.88369
C 1.73312 2.45682 -4.22116
C 3.22143 4.00707 -2.66954
C -3.57664 -1.17232 -2.28887
C 0.08872 3.88620 1.37161
C 4.13149 -1.48223 2.47643
C 2.61396 1.35041 -4.81919
C 0.32703 1.89851 -3.97590
C 1.65396 3.62894 -5.20028
C 0.07211 -4.66755 0.99874
C 1.86796 -2.51084 1.99748
C -4.87421 -1.75286 -1.73659
C -3.36628 -1.59898 -3.73517
C 2.78199 2.35492 0.48509
C 1.27958 0.64105 4.94563
C 2.05179 -0.12070 2.79047
C -0.97994 -4.03004 0.10341
C -0.71729 -4.38352 -1.35488
C 1.76211 1.13875 2.24428
C 1.21852 2.17170 3.04953
C 3.57250 3.94114 -1.33878
C -3.57953 0.34863 -2.18326
C -3.49210 0.93542 1.94248
C 2.89427 2.80733 -0.82196
C 2.34349 2.90078 -2.91223
C 1.01179 1.88175 4.40000
C 0.82120 3.61468 2.68282
C -2.01601 -0.74277 3.09590
C -4.46262 -1.19438 2.80770
C -3.22933 -0.54475 2.19139
H -2.63141 0.75868 -2.53174
H 1.08951 0.45193 5.99502
H 0.60091 2.66050 5.03344
H 1.18828 3.30377 -6.13364
H -3.72684 0.66515 -1.14790
H 1.06184 4.45050 -4.79011
H -3.68675 1.44730 2.88756
H -0.73164 -5.46933 -1.47556
H -5.73436 -1.33494 -2.26500
H 1.76557 -2.92530 3.00418
H -4.36484 1.05912 1.29721
H -4.71387 -0.71993 3.75855
H 0.08380 -5.75101 0.85706
H -2.18783 -0.28647 4.07335
H 2.58927 4.35704 3.74025
H 0.86953 -2.32345 1.59644
H -4.96427 -1.52469 -0.67431
H 2.79083 -0.92446 0.94878
H -5.31357 -1.09688 2.13117
H -4.28084 -2.25591 2.98170
H 2.67355 0.49150 -4.14925
H -3.13820 -3.98625 -0.09798
H -0.15877 1.67878 -4.93124
H 3.62925 1.71421 -4.99384
H 4.21300 4.61608 -0.78997
H 1.55174 5.61606 3.06133
H -2.56550 -4.19101 1.56635
H -0.28879 2.61409 -3.42613
H -2.48338 -5.54699 0.42364
H 0.25669 -4.00518 -1.65993
H 2.19995 1.01378 -5.77443
H -4.88462 -2.83762 -1.85973
H 4.62548 -2.19907 1.81861
H -0.69655 3.15778 1.20528
H 4.13950 -1.88552 3.49312
H -4.17690 -1.23446 -4.36988
H 2.64748 4.01354 -5.44074
H 2.34088 -3.26078 1.36218
H 4.71459 -0.55930 2.47574
H -0.14709 -4.45665 2.04806
H -1.82646 -1.80892 3.23593
H 1.05549 -4.27108 0.75064
H -3.33162 -2.68751 -3.80084
H 0.08873 3.85674 3.45854
H 0.36356 0.97726 -3.39391
H 0.73560 3.89000 0.49717
H -4.39099 0.76441 -2.78475
H -2.42044 -1.20151 -4.10518
H -1.12504 -0.28868 2.65786
H 2.01268 -1.32683 4.55108
H 2.59995 4.69749 2.00074
H -2.63317 1.40982 1.46797
H -0.37529 4.87475 1.43452
H -1.47663 -3.94343 -2.00039
H 3.53807 4.75046 -3.38472
H 3.30072 2.88741 1.27665
*
```